Entry 1:
DFT (ωB97M-V with the def2-TZVPD basis set) results for a 2-piece molecular cluster, C2H3N3O2 overall at a distorted geometry.

```
10
Properties=species:S:1:pos:R:3:forces:R:3:lowdin_charge:R:1
C -0.052 -1.447 -0.235 -0.698 0.080 0.482 -0.237
C -0.268 -0.235 0.458 2.769 2.550 0.449 -0.036
N 0.037 -2.472 -0.732 0.349 -0.711 -0.486 0.205
N 1.514 0.821 -0.154 -5.039 -1.780 -1.460 0.168
N -1.267 0.673 -0.127 -0.361 0.608 -0.732 -0.430
O -1.519 0.599 -1.306 0.353 -0.613 -0.256 0.096
O -1.759 1.486 0.616 0.072 0.076 0.843 0.086
H -0.375 -0.215 1.567 0.380 -0.191 -1.114 0.150
H 2.056 0.807 0.655 1.298 -0.638 1.857 -0.017
H 1.634 -0.019 -0.741 0.877 0.618 0.417 0.015
```
Positions in Å, forces in eV/Å.

## Properties
E_HOMO (alpha / beta), eV: -11.361 / -11.360
Max |F|, Eh/bohr: 0.108
Frontier orbital gap (alpha / beta), eV: 9.233 / 9.233
M, g mol⁻¹: 101.06
Relative energy (zero: lowest compared OMol25 entry of this formula, charge and spin), kJ/mol: 673.0
DFT total energy, Eh: -392.53722

=====

Entry 2:
DFT (ωB97M-V with the def2-TZVPD basis set) results for C37H52AsCsN3PS as an isolated structure at a distorted geometry.

```
96
Properties=species:S:1:pos:R:3:forces:R:3:lowdin_charge:R:1
Cs -0.707 0.422 0.819 -0.425 0.745 -0.632 0.941
C -3.900 1.947 -0.426 -0.104 0.016 0.116 -0.130
C -4.248 0.854 -1.204 -0.082 -0.084 0.044 -0.099
C -3.753 0.735 -2.493 -0.042 -0.066 -0.049 -0.094
C -2.918 1.715 -3.006 0.038 -0.017 -0.071 -0.091
C -2.575 2.811 -2.230 0.076 0.044 -0.069 -0.095
C -3.063 2.926 -0.938 0.010 0.126 0.065 -0.111
H -4.305 2.046 0.573 0.036 0.003 0.035 0.098
H -4.925 0.106 -0.811 0.039 -0.048 0.022 0.104
H -4.038 -0.110 -3.105 0.005 -0.048 -0.030 0.103
H -2.549 1.637 -4.019 0.043 -0.022 -0.072 0.096
H -1.946 3.589 -2.643 0.063 0.030 0.012 0.106
H -2.808 3.787 -0.338 0.064 0.038 0.075 0.104
N 1.320 -1.816 0.364 -0.147 0.282 -0.342 0.031
C 2.482 -2.373 0.905 0.146 -0.041 0.209 -0.263
C 2.999 -3.539 0.351 -0.061 -0.041 -0.036 -0.052
C 4.151 -4.120 0.851 0.012 0.040 -0.070 -0.107
C 4.800 -3.526 1.918 0.137 -0.195 0.089 -0.105
C 4.267 -2.385 2.492 0.018 0.029 -0.132 -0.042
C 3.113 -1.771 2.006 0.152 -0.375 -0.096 -0.135
C 2.595 -0.563 2.679 -0.397 0.347 0.301 -0.244
C 3.533 0.324 3.216 0.213 0.092 -0.108 -0.070
C 3.140 1.398 3.991 0.046 0.122 0.098 -0.108
C 1.793 1.569 4.261 -0.100 0.271 0.172 -0.122
C 0.870 0.718 3.673 0.095 -0.301 0.032 -0.248
C 1.198 -0.370 2.846 0.293 -0.016 0.108 -0.247
H 1.290 -1.882 -0.645 0.075 0.097 0.121 -0.001
H 1.207 -0.860 0.700 0.618 -0.889 0.026 -0.118
H 2.470 -4.003 -0.471 -0.053 -0.045 -0.105 0.098
H 4.528 -5.033 0.411 0.043 -0.037 -0.032 0.095
H 5.704 -3.963 2.321 -0.007 -0.014 0.026 0.095
H 4.759 -1.949 3.347 0.016 0.007 0.105 0.106
H 4.590 0.185 3.016 0.027 0.000 -0.028 0.101
H 3.871 2.091 4.392 0.033 -0.047 0.010 0.094
H 1.472 2.368 4.924 -0.026 0.045 -0.043 0.092
H -0.181 0.877 3.928 -0.096 0.195 -0.070 0.043
N 0.738 3.386 -0.613 0.094 -0.171 -0.213 0.094
C 0.662 3.848 0.669 0.333 0.372 0.439 -0.703
N -0.275 3.563 1.507 -0.343 -0.541 -0.811 0.053
C -0.103 4.220 2.699 0.561 0.617 0.517 -0.325
C -0.930 4.131 3.814 0.100 -0.109 -0.257 -0.023
C -0.608 4.843 4.951 -0.078 0.024 0.042 -0.087
C 0.521 5.654 4.999 0.117 0.061 -0.026 -0.091
C 1.367 5.750 3.906 0.042 0.025 0.116 -0.092
C 1.043 5.041 2.766 -0.226 -0.283 -0.204 -0.468
S 1.900 4.969 1.243 -0.313 -0.198 0.109 1.082
H 0.164 2.585 -0.837 0.014 0.236 -0.097 0.018
H 1.653 3.383 -1.039 -0.145 -0.044 0.027 0.094
H -1.799 3.495 3.778 -0.146 -0.088 0.002 0.098
H -1.245 4.764 5.818 -0.072 0.025 0.101 0.103
H 0.740 6.219 5.893 0.055 -0.025 0.070 0.102
H 2.268 6.344 3.952 0.018 0.113 -0.002 0.108
C 2.843 -0.285 -2.752 -0.011 -0.158 0.169 -0.135
C 2.102 -1.579 -3.101 -0.404 0.263 0.085 -0.546
C 2.651 -2.168 -4.398 -0.069 -0.093 0.195 -0.109
P 0.251 -1.220 -2.924 0.046 -0.589 -0.529 1.074
C -0.500 -2.920 -2.584 0.194 0.318 0.055 -0.553
C -2.020 -2.804 -2.693 0.218 0.038 0.158 -0.125
C 0.034 -4.142 -3.326 -0.039 0.153 0.152 -0.106
C -0.406 -0.736 -4.628 0.020 -0.007 0.432 -0.549
C -0.383 -1.717 -5.798 -0.107 0.059 0.167 -0.103
C 0.228 0.595 -5.034 -0.143 -0.074 0.152 -0.137
H 3.901 -0.483 -2.586 0.106 0.024 -0.020 0.083
H 2.433 0.160 -1.842 0.093 0.036 -0.010 0.051
H 2.750 0.434 -3.563 0.017 0.133 -0.047 0.062
H 2.309 -2.300 -2.298 -0.067 0.014 -0.049 0.077
H 2.616 -1.448 -5.212 -0.041 0.066 -0.079 0.066
H 2.117 -3.066 -4.696 0.003 -0.030 -0.096 0.054
H 3.696 -2.437 -4.244 0.100 -0.009 -0.038 0.083
H -0.269 -3.077 -1.520 -0.041 0.082 -0.098 0.085
H -2.337 -2.683 -3.727 -0.083 0.038 -0.109 0.067
H -2.372 -1.948 -2.114 -0.140 0.028 -0.038 0.055
H -2.492 -3.703 -2.300 -0.087 -0.074 0.028 0.080
H -0.126 -4.080 -4.398 0.044 -0.025 -0.117 0.058
H -0.490 -5.026 -2.961 -0.021 -0.123 0.003 0.080
H 1.094 -4.288 -3.132 0.082 -0.043 -0.052 0.064
H -1.460 -0.530 -4.389 0.079 -0.018 -0.019 0.072
H 0.623 -2.023 -6.060 0.084 -0.058 -0.024 0.058
H -0.815 -1.226 -6.671 -0.053 0.008 -0.103 0.080
H -0.978 -2.603 -5.593 -0.006 -0.068 -0.034 0.054
H 1.245 0.445 -5.385 0.157 0.046 -0.013 0.063
H 0.243 1.290 -4.192 0.057 0.087 -0.033 0.059
H -0.337 1.051 -5.847 -0.029 0.048 -0.075 0.078
C -5.042 -1.354 2.754 0.052 0.024 -0.019 -0.334
As -3.220 -0.636 2.499 -1.179 -0.533 0.545 0.904
C -3.356 0.732 3.894 -0.031 0.088 0.103 -0.327
C -2.279 -1.992 3.539 0.069 -0.102 0.140 -0.320
H -5.207 -1.566 3.814 0.027 0.012 -0.081 0.023
H -5.173 -2.276 2.185 0.049 0.066 0.008 0.017
H -5.788 -0.631 2.420 0.072 -0.022 -0.007 0.015
H -3.830 0.313 4.785 0.050 -0.004 -0.049 0.030
H -3.947 1.583 3.550 0.028 -0.063 -0.038 0.019
H -2.362 1.082 4.161 0.065 0.040 0.027 -0.009
H -2.737 -2.105 4.523 -0.035 0.032 -0.033 0.030
H -1.233 -1.712 3.656 0.124 0.047 -0.071 -0.001
H -2.315 -2.952 3.020 -0.019 0.089 -0.032 0.028
```
Positions in Å, forces in eV/Å.

## Properties
E_HOMO, eV: -6.154
Max |F|, Eh/bohr: 0.027
Frontier orbital gap, eV: 6.204
M, g mol⁻¹: 809.71
Relative energy (zero: lowest compared OMol25 entry of this formula, charge and spin), kJ/mol: 156.8
DFT total energy, Eh: -4600.74444

=====

Entry 3:
DFT (ωB97M-V with the def2-TZVPD basis set) results for C7H9N2O as an isolated structure at a distorted geometry.

```
19
Properties=species:S:1:pos:R:3:forces:R:3:lowdin_charge:R:1
C 0.344 1.715 0.498 -0.148 -1.475 0.406 0.040
C 1.665 1.306 0.973 -0.772 -2.429 -0.558 -0.030
C 0.685 -1.580 -0.238 -4.219 1.674 -2.965 0.031
C 1.903 -1.433 0.131 4.249 -0.899 2.287 -0.122
C -1.895 0.916 -0.630 1.629 1.290 1.734 -0.041
C -1.851 -0.581 -0.677 -0.961 0.003 0.182 -0.033
C -0.527 0.801 0.034 1.004 4.281 0.157 -0.184
N 1.501 0.168 1.577 -0.726 1.637 -0.568 0.058
N -0.506 -0.607 0.037 0.297 -4.120 1.932 0.020
O 2.453 -0.726 1.149 1.735 -1.471 -0.795 -0.038
H 0.122 2.715 0.499 -0.918 2.357 -0.553 0.099
H 2.569 1.569 0.398 -0.248 -0.085 0.519 0.156
H 0.541 -2.128 -1.161 -0.453 -0.182 0.284 0.129
H 2.605 -2.175 -0.317 -0.324 0.906 0.567 0.168
H -1.823 1.376 -1.583 -0.155 0.574 -0.837 0.121
H -2.538 1.487 0.055 -0.416 -0.666 -0.512 0.148
H -2.627 -0.977 -0.056 -0.190 -1.018 0.073 0.138
H -1.855 -0.899 -1.683 0.247 -1.032 -0.821 0.131
H -0.765 -0.948 0.992 0.370 0.658 -0.532 0.210
```
Positions in Å, forces in eV/Å.

## Properties
Total charge: +1
E_HOMO, eV: -14.042
Max |F|, Eh/bohr: 0.105
Frontier orbital gap, eV: 9.618
M, g mol⁻¹: 137.16
Relative energy (zero: lowest compared OMol25 entry of this formula, charge and spin), kJ/mol: 635.2
DFT total energy, Eh: -456.41282

=====

Entry 4:
DFT (ωB97M-V with the def2-TZVPD basis set) results for one molecule with the formula C7H7NO3 at a distorted geometry.

```
18
Properties=species:S:1:pos:R:3:forces:R:3:lowdin_charge:R:1
C -0.458 -1.151 0.922 1.086 2.703 3.874 -0.023
C 0.206 -0.285 -0.099 -2.042 -2.064 -1.476 -0.223
C 1.327 0.443 0.129 -0.194 -0.215 2.178 -0.067
C 1.881 1.274 -0.846 2.974 0.795 0.077 -0.127
C 1.280 1.571 -2.050 -1.733 -3.954 -0.475 -0.040
C 0.143 0.594 -2.297 -0.617 2.330 -3.510 -0.106
C -0.374 -0.333 -1.440 0.226 0.013 -0.302 -0.064
H 0.086 -1.741 1.686 0.566 0.973 -0.325 0.137
H -1.068 -1.850 0.573 -2.956 -2.592 -2.151 0.061
H 1.714 0.332 1.202 -0.064 0.457 -1.881 0.151
H 2.982 1.519 -0.636 -1.834 0.430 -0.371 0.130
H 1.788 2.036 -2.926 -0.675 -0.041 1.111 0.108
H -0.492 0.582 -3.338 2.213 0.473 2.315 0.139
H -1.133 -1.046 -2.025 1.499 1.355 2.520 0.158
N -2.025 -0.506 2.883 1.407 -3.263 -2.195 -0.442
O -2.171 -1.733 3.019 -0.252 2.149 0.771 0.068
O -2.330 0.444 3.497 -1.094 0.321 1.641 0.153
O -1.357 -0.149 1.746 1.489 0.130 -1.801 -0.015
```
Positions in Å, forces in eV/Å.

## Properties
E_HOMO, eV: -9.829
Max |F|, Eh/bohr: 0.094
SMILES: O=[N+]([O-])OCc1ccccc1
Frontier orbital gap, eV: 10.058
M, g mol⁻¹: 153.14
Relative energy (zero: lowest compared OMol25 entry of this formula, charge and spin), kJ/mol: 675.6
DFT total energy, Eh: -551.18818

=====

Entry 5:
DFT (ωB97M-V with the def2-TZVPD basis set) results for a 2-piece molecular cluster, HN2O5S overall at a distorted geometry.

```
9
Properties=species:S:1:pos:R:3:forces:R:3:lowdin_charge:R:1
N -0.729 0.076 -0.138 0.834 -0.705 0.020 0.016
N 0.486 -0.414 -0.334 -2.035 -1.355 -1.224 -0.590
O 1.517 -0.085 0.228 0.668 0.702 0.949 -0.078
O 1.812 -4.156 -2.558 1.154 2.017 1.032 -0.298
O 0.565 -1.384 -1.241 -0.171 1.060 0.732 -0.200
O 3.332 -2.966 -1.004 0.667 0.139 0.944 -0.247
O 2.783 -2.029 -3.221 0.528 1.233 -0.765 -0.253
S 2.592 -2.963 -2.195 -2.839 -2.685 -0.814 0.633
H -0.793 0.651 0.730 1.195 -0.406 -0.874 0.018
```
Positions in Å, forces in eV/Å.

## Properties
Total charge: -1
E_HOMO, eV: -4.590
Max |F|, Eh/bohr: 0.078
Frontier orbital gap, eV: 7.567
M, g mol⁻¹: 141.08
Relative energy (zero: lowest compared OMol25 entry of this formula, charge and spin), kJ/mol: 263.3
DFT total energy, Eh: -884.41469

=====

Entry 6:
DFT (ωB97M-V with the def2-TZVPD basis set) results for C20H20Cl5F6HgN2O6P2S2 as an isolated structure.

```
64
Properties=species:S:1:pos:R:3:forces:R:3:lowdin_charge:R:1
Hg -0.074 -0.100 -0.609 0.257 -0.266 0.028 0.968
C -1.624 -1.872 4.248 0.013 -0.007 0.012 -0.330
P -1.564 -0.675 2.841 -0.031 -0.012 0.001 0.843
C -2.021 0.850 3.765 0.021 -0.021 -0.007 -0.296
C -3.236 -1.076 2.148 0.012 -0.019 -0.005 -0.455
C -3.634 -0.201 0.961 -0.078 0.052 -0.044 -0.416
P -2.679 -0.488 -0.583 0.058 0.227 -0.187 0.806
C -3.399 0.789 -1.663 0.002 -0.034 -0.012 -0.252
C -3.457 -2.010 -1.229 -0.014 -0.024 0.059 -0.284
H -0.768 -1.704 4.904 -0.004 0.006 0.007 0.024
H -1.550 -2.888 3.859 0.010 -0.029 -0.011 0.020
H -2.544 -1.780 4.835 -0.007 0.004 -0.004 0.027
H -2.923 0.703 4.369 0.005 -0.026 0.019 0.033
H -2.182 1.678 3.074 0.000 0.031 -0.003 0.012
H -1.195 1.131 4.420 0.015 0.022 0.005 0.036
H -3.976 -0.968 2.952 0.003 -0.030 -0.006 0.069
H -3.231 -2.133 1.861 0.030 -0.009 -0.005 0.052
H -3.510 0.858 1.202 0.037 -0.004 -0.030 0.071
H -4.691 -0.358 0.712 0.000 0.022 0.031 0.076
H -4.492 0.753 -1.639 0.019 0.007 0.000 0.039
H -3.043 0.623 -2.680 -0.002 0.000 0.011 0.036
H -3.039 1.756 -1.315 -0.010 0.009 -0.007 0.039
H -4.511 -1.822 -1.450 -0.007 -0.025 0.003 0.038
H -3.382 -2.817 -0.500 -0.004 -0.012 0.000 0.003
H -2.933 -2.305 -2.136 0.013 0.023 -0.018 0.024
Cl 3.330 0.021 -0.888 -0.010 0.052 -0.026 0.725
C 2.741 -1.551 -0.478 0.029 0.035 -0.004 -0.706
C 1.381 -1.734 -0.235 -0.074 0.100 -0.085 -0.268
C 0.992 -3.032 0.057 -0.061 -0.073 0.096 -0.689
Cl -0.693 -3.386 0.358 0.035 0.055 0.006 0.640
C 1.881 -4.103 0.129 0.050 -0.012 0.037 -0.712
Cl 1.345 -5.704 0.520 -0.016 0.020 -0.009 0.624
C 3.232 -3.876 -0.107 -0.013 -0.028 -0.004 -0.713
Cl 4.363 -5.182 -0.013 0.005 -0.005 -0.002 0.630
C 3.666 -2.593 -0.416 -0.013 -0.007 0.025 -0.709
Cl 5.345 -2.314 -0.716 0.019 0.004 -0.002 0.649
O -1.510 3.551 1.656 0.010 0.011 0.011 -0.016
C -0.808 2.664 1.154 0.019 -0.044 -0.128 -0.645
O -1.185 1.782 0.327 0.108 0.174 0.225 -0.185
C 0.648 2.606 1.628 -0.122 0.035 -0.047 -0.189
C 1.258 3.751 2.137 -0.006 -0.040 0.024 -0.010
C 2.551 3.657 2.613 -0.040 0.026 0.003 -0.079
C 3.182 2.420 2.602 0.014 0.029 -0.001 -0.079
C 2.494 1.342 2.077 0.011 -0.062 -0.029 -0.174
N 1.264 1.431 1.580 -0.024 -0.045 -0.033 0.100
H 0.698 4.674 2.147 -0.017 0.010 -0.006 0.110
H 3.063 4.533 2.994 0.002 0.008 -0.002 0.096
H 4.192 2.297 2.970 0.014 -0.011 0.006 0.092
H 2.951 0.359 2.036 0.025 -0.014 -0.015 0.090
F 1.366 -1.085 -5.801 0.034 0.026 0.079 0.108
C 1.013 -1.409 -4.555 -0.006 -0.048 -0.058 -0.649
F 0.488 -2.655 -4.623 -0.035 0.015 0.003 0.080
F 2.126 -1.509 -3.815 -0.044 0.046 -0.008 0.097
S -0.234 -0.205 -3.806 0.090 0.226 0.310 0.470
O -1.154 -1.130 -3.137 0.110 -0.029 -0.147 -0.429
O -0.757 0.475 -4.961 -0.091 -0.137 -0.049 -0.318
N 0.518 0.646 -2.749 -0.393 -0.237 -0.157 -0.443
S 1.703 2.017 -3.346 0.078 0.032 0.032 0.632
O 2.015 1.546 -4.693 0.046 -0.015 0.053 -0.411
O 0.869 3.203 -3.217 -0.030 0.032 0.050 -0.406
C 3.489 2.964 -3.021 0.001 0.094 0.022 -0.644
F 4.542 2.133 -3.188 -0.009 -0.057 0.002 0.045
F 3.573 3.422 -1.747 -0.044 -0.037 -0.026 0.041
F 3.718 4.032 -3.823 0.011 -0.014 0.017 0.062
```
Positions in Å, forces in eV/Å.

## Properties
Total charge: -2
E_HOMO (alpha / beta), eV: -1.393 / -3.148
Max |F|, Eh/bohr: 0.009
Frontier orbital gap (alpha / beta), eV: 5.265 / 7.019
M, g mol⁻¹: 1002.31
Expectation value of S²: 0.756
Relative energy (zero: lowest compared OMol25 entry of this formula, charge and spin), kJ/mol: 61.0
DFT total energy, Eh: -5867.80131
Multiplicity: 2

=====

Entry 7:
DFT (ωB97M-V with the def2-TZVPD basis set) results for a 2-piece molecular cluster, C6H8N4O2 overall at a distorted geometry.

```
20
Properties=species:S:1:pos:R:3:forces:R:3:lowdin_charge:R:1
C -2.547 -0.145 -0.201 4.294 -1.287 -0.017 -0.126
C -1.899 -0.844 0.949 1.484 -0.654 0.077 -0.113
C -0.182 1.731 0.619 1.331 -2.214 -0.978 -0.272
C 1.532 -0.592 0.057 1.940 2.047 -0.605 -0.452
C -0.541 -0.139 -1.359 -1.673 -4.473 1.781 -0.166
C 0.098 -0.515 0.010 0.381 1.910 -0.947 -0.285
N -1.951 0.181 -1.298 -1.483 0.247 1.989 0.067
N -0.615 -1.062 1.003 -1.111 -0.141 -0.064 0.074
N 0.655 2.259 -0.214 0.396 0.799 -0.437 0.185
N 2.221 -1.352 0.988 -4.201 0.891 -0.207 0.174
O -0.989 1.667 1.440 -0.724 1.215 0.368 0.197
O 2.164 0.216 -0.696 0.055 -1.166 0.160 -0.060
H -3.509 0.002 0.019 -3.978 1.079 -0.169 0.059
H -2.374 -1.268 1.830 -0.929 0.356 -0.430 0.102
H -0.109 0.636 -1.833 1.994 2.159 -1.708 0.054
H -0.562 -1.068 -1.982 0.616 0.672 -0.121 0.139
H 1.445 1.658 -0.637 -0.755 -0.678 0.684 0.105
H 0.458 3.085 -0.769 -0.305 0.222 0.662 0.144
H 1.498 -1.943 1.409 1.111 -0.365 0.297 0.095
H 3.109 -1.666 0.750 1.556 -0.620 -0.336 0.078
```
Positions in Å, forces in eV/Å.

## Properties
E_HOMO (alpha / beta), eV: -7.504 / -7.505
Max |F|, Eh/bohr: 0.099
Frontier orbital gap (alpha / beta), eV: 7.430 / 7.431
M, g mol⁻¹: 168.16
Relative energy (zero: lowest compared OMol25 entry of this formula, charge and spin), kJ/mol: 355.3
DFT total energy, Eh: -602.84424